Entry 1:
C26H34NPt | wB97M-V/def2-TZVPD

Structure (ORCA input):
```
! wB97M-V def2-TZVPD RIJCOSX def2/J DEFGRID3
* xyz 1 5
C 1.58 -2.06 0.93
C 2.01 -1.44 -0.24
C 1.01 -1.48 -1.24
C -0.22 -2.03 -0.66
C 0.14 -2.38 0.78
Pt -1.06 -0.63 0.65
C -2.31 1.54 -1.19
C -2.26 1.09 0.27
H -2.10 1.93 0.99
C -3.07 -0.04 0.66
H -3.63 -0.55 -0.12
H -3.50 -0.08 1.66
C -3.03 2.87 -1.36
H -2.59 3.59 -0.65
H -2.89 3.23 -2.41
H -4.16 2.92 -1.17
C -2.61 0.49 -2.25
H -1.85 -0.33 -2.17
H -3.61 -0.03 -2.21
H -2.63 0.95 -3.26
C 3.37 -0.87 -0.43
H 3.67 -0.26 0.44
H 4.12 -1.67 -0.55
H 3.42 -0.23 -1.32
C 1.18 -1.14 -2.67
H 1.64 -0.15 -2.80
H 1.83 -1.87 -3.17
H 0.22 -1.13 -3.20
C -1.26 -2.77 -1.43
H -1.42 -2.32 -2.41
H -0.97 -3.82 -1.59
H -2.21 -2.75 -0.89
C -0.53 -3.52 1.46
H -1.59 -3.54 1.18
H -0.08 -4.50 1.21
H -0.48 -3.39 2.56
C 2.33 -2.26 2.18
H 1.64 -2.44 3.02
H 3.00 -3.14 2.12
H 2.95 -1.40 2.45
C 1.01 2.14 -0.96
C -0.32 2.05 -1.40
C 2.23 2.52 -1.19
C -0.13 2.34 -2.76
H -1.24 1.84 -0.91
C 2.39 2.75 -2.63
H 3.08 2.57 -0.51
C 1.19 2.62 -3.31
H -0.98 2.19 -3.42
H 3.40 2.97 -3.16
H 1.19 2.70 -4.42
C 0.80 1.28 4.79
C 1.46 1.49 3.58
C 0.93 0.95 2.40
N -0.21 0.20 2.42
C -0.84 -0.03 3.60
C -0.35 0.50 4.80
H 1.19 1.71 5.72
H 2.37 2.07 3.50
H 1.40 1.10 1.42
H -1.74 -0.65 3.55
H -0.91 0.30 5.71
*
```

Results
Lowest unoccupied orbital energy (spin up / spin down), eV: -2.80 / -4.83
Orbital gap (spin up / spin down), eV: 6.01 / 6.02
E, a.u.: -1184.57454

=====

Entry 2:
C26H34NSW | wB97M-V/def2-TZVPD

Structure (ORCA input):
```
! wB97M-V def2-TZVPD RIJCOSX def2/J DEFGRID3
* xyz 1 3
C 0.48 1.74 1.90
C -0.96 1.72 1.86
C -1.37 2.27 0.61
C -0.20 2.54 -0.18
C 0.95 2.26 0.64
W -0.18 0.36 0.27
C 0.14 -1.80 -2.15
C 0.96 -1.32 -0.94
H 1.31 -2.14 -0.31
C 1.66 -0.10 -0.84
H 1.78 0.55 -1.71
H 2.49 -0.05 -0.12
C 0.57 -3.22 -2.55
H 0.42 -3.93 -1.73
H 0.00 -3.55 -3.42
H 1.63 -3.20 -2.82
C 0.33 -0.88 -3.38
H 0.08 0.17 -3.18
H 1.36 -0.93 -3.74
H -0.33 -1.22 -4.19
C -1.88 1.41 3.00
H -1.37 0.88 3.80
H -2.28 2.34 3.42
H -2.73 0.81 2.67
C -2.79 2.64 0.31
H -3.43 1.75 0.23
H -3.20 3.27 1.11
H -2.86 3.21 -0.63
C -0.16 3.08 -1.57
H -1.00 2.69 -2.17
H -0.23 4.17 -1.58
H 0.77 2.80 -2.08
C 2.37 2.58 0.32
H 2.55 2.59 -0.76
H 2.63 3.58 0.70
H 3.06 1.87 0.78
C 1.33 1.46 3.10
H 2.31 1.07 2.81
H 1.50 2.39 3.66
H 0.84 0.75 3.78
C -1.63 -0.41 -1.24
C -1.27 -1.74 -1.75
C -2.65 0.29 -1.87
C -2.25 -2.40 -2.67
H -1.47 -2.04 -0.65
C -3.51 -0.34 -2.77
H -2.78 1.36 -1.69
C -3.34 -1.70 -3.12
H -2.07 -3.43 -2.95
H -4.33 0.23 -3.21
H -4.06 -2.17 -3.78
S -0.61 -1.31 1.93
C 0.72 -2.46 2.05
N 1.85 -2.08 2.73
C 2.96 -2.88 2.81
C 2.94 -4.12 2.21
C 1.78 -4.57 1.57
C 0.66 -3.74 1.51
H 1.85 -1.16 3.17
H 3.80 -2.45 3.34
H 3.83 -4.74 2.25
H 1.74 -5.56 1.13
H -0.28 -4.03 1.04
*
```

Results
Lowest unoccupied orbital energy (spin up / spin down), eV: -3.64 / -3.56
ΔE to the lowest compared entry with this formula, charge and spin, kcal per mole: 46.62
Orbital gap (spin up / spin down), eV: 5.48 / 6.30
E, a.u.: -1530.84497

=====

Entry 3:
C26H35AlBrN6O2 | wB97M-V/def2-TZVPD

Structure (ORCA input):
```
! wB97M-V def2-TZVPD RIJCOSX def2/J DEFGRID3
* xyz 3 1
Al -0.42 -0.69 -0.41
O 1.95 -1.50 5.95
C 0.60 -1.83 5.64
C 0.27 -1.28 4.26
C -1.04 -1.04 3.81
C -1.23 -0.84 2.44
N -0.25 -0.76 1.53
C 1.03 -0.76 2.00
C 1.30 -1.06 3.35
C 2.01 -0.59 0.98
C 3.35 -0.55 1.26
C 4.32 -0.30 0.28
C 5.81 -0.01 0.61
O 6.06 -0.48 1.95
C 3.84 -0.14 -1.01
C 2.51 -0.34 -1.29
N 1.61 -0.43 -0.31
H 2.14 -1.76 6.88
H -0.14 -1.43 6.37
H 0.53 -2.96 5.61
H -1.90 -0.99 4.45
H -2.25 -0.79 2.04
H 2.35 -1.11 3.63
H 3.68 -0.74 2.30
H 6.09 1.05 0.49
H 6.36 -0.61 -0.10
H 6.89 -0.11 2.29
H 4.44 0.08 -1.85
H 2.15 -0.43 -2.33
C 0.88 -0.79 -5.42
C -0.45 -1.34 -4.79
C -0.56 -0.83 -3.44
N -0.50 -0.65 -2.30
H 1.09 -1.38 -6.36
H 1.71 -0.93 -4.69
H 0.87 0.31 -5.53
H -0.55 -2.43 -4.86
H -1.24 -0.88 -5.35
Br -3.58 -1.61 -0.49
C -2.17 -3.02 -0.40
C -2.57 -4.35 -0.37
C -1.55 -5.36 -0.39
C -0.23 -5.00 -0.57
C 0.11 -3.64 -0.72
N -0.88 -2.68 -0.65
H -3.61 -4.59 -0.08
H -1.95 -6.38 -0.23
H 0.55 -5.78 -0.64
H 1.15 -3.36 -0.86
C -4.66 2.91 -0.32
C -3.48 2.97 -1.26
N -2.19 3.30 -0.56
C -2.02 4.72 -0.23
C -1.72 5.57 -1.46
C -1.24 2.36 -0.33
C 0.10 2.83 0.23
N -1.46 1.02 -0.47
H -5.57 2.63 -0.83
H -4.81 3.87 0.16
H -4.50 2.15 0.48
H -3.50 3.71 -2.02
H -3.34 1.96 -1.72
H -1.24 4.81 0.57
H -2.95 4.97 0.25
H -0.95 5.22 -2.15
H -1.29 6.50 -1.13
H -2.63 5.87 -2.00
H -0.03 3.35 1.16
H 0.54 3.58 -0.50
H 0.75 1.94 0.30
H -2.37 0.87 -0.85
*
```

Results
Lowest unoccupied orbital energy, eV: -8.98
Orbital gap, eV: 8.13
E, a.u.: -4306.45841

=====

Entry 4:
C26H35F5IrN3O2Te | wB97M-V/def2-TZVPD

Structure (ORCA input):
```
! wB97M-V def2-TZVPD RIJCOSX def2/J DEFGRID3
* xyz 2 1
Ir -1.16 -0.16 -1.94
C 0.51 -1.58 4.97
C -0.28 -0.30 4.66
C 0.53 0.94 5.08
C -1.56 -0.33 5.49
C -0.52 -0.18 3.18
C -1.79 0.00 2.63
C -1.94 0.12 1.26
N -0.93 0.08 0.41
C 0.32 -0.05 0.90
C 0.54 -0.18 2.27
C 1.40 0.04 -0.09
C 2.74 -0.18 0.23
C 3.74 -0.04 -0.75
C 3.31 0.37 -2.01
C 1.96 0.58 -2.25
N 1.03 0.40 -1.32
C 5.21 -0.31 -0.49
C 5.60 -1.59 -1.23
C 5.56 -0.48 0.99
C 6.03 0.89 -1.01
H 0.64 -1.67 6.05
H 1.51 -1.56 4.53
H -0.01 -2.46 4.62
H 0.72 0.90 6.15
H -0.01 1.85 4.86
H 1.49 0.97 4.57
H -1.31 -0.48 6.54
H -2.21 -1.16 5.20
H -2.11 0.61 5.42
H -2.67 0.03 3.26
H -2.92 0.29 0.84
H 1.55 -0.28 2.63
H 3.01 -0.48 1.22
H 4.00 0.52 -2.82
H 1.66 0.93 -3.22
H 5.09 -2.46 -0.82
H 6.67 -1.76 -1.11
H 5.37 -1.53 -2.29
H 5.08 -1.35 1.42
H 5.30 0.42 1.55
H 6.63 -0.64 1.09
H 5.98 0.96 -2.09
H 7.07 0.75 -0.73
H 5.67 1.82 -0.58
O -2.83 -1.76 -1.30
C -4.20 -1.51 -1.04
C -5.04 -0.97 -2.20
C -4.41 0.20 -2.97
C -3.99 1.38 -2.14
C -4.93 2.37 -1.83
C -4.54 3.52 -1.17
C -3.20 3.67 -0.84
C -2.33 2.64 -1.14
N -2.72 1.53 -1.76
H -2.78 -2.30 -2.12
H -4.22 -0.81 -0.20
H -4.64 -2.45 -0.69
H -6.00 -0.68 -1.78
H -5.23 -1.76 -2.92
H -5.16 0.55 -3.68
H -3.55 -0.16 -3.53
H -5.96 2.23 -2.13
H -5.26 4.29 -0.94
H -2.84 4.57 -0.36
H -1.27 2.72 -0.91
F 1.44 -1.08 -5.06
Te -0.35 -1.45 -4.56
F -0.27 0.51 -4.12
F -0.06 -3.24 -5.02
F 0.58 -1.82 -2.84
F -0.81 -0.91 -6.28
O -1.93 -1.54 -3.78
*
```

Results
Lowest unoccupied orbital energy (spin up / spin down), eV: -8.67 / -8.62
ΔE to the lowest compared entry with this formula, charge and spin, kcal per mole: 124.70
Orbital gap (spin up / spin down), eV: 6.54 / 6.59
E, a.u.: -2197.55025

=====

Entry 5:
C26H35N3O3 | wB97M-V/def2-TZVPD

Structure (ORCA input):
```
! wB97M-V def2-TZVPD RIJCOSX def2/J DEFGRID3
* xyz 0 1
C 1.29 -2.57 -1.60
O 1.12 -1.28 -2.15
C 0.33 -1.27 -3.32
C 0.26 0.16 -3.87
N -1.01 0.81 -3.68
C -1.41 1.37 -2.51
O -2.51 1.86 -2.38
C -0.38 1.38 -1.40
C -0.94 1.99 -0.12
C -0.21 3.27 0.27
O 0.70 3.78 -0.34
N -0.63 3.71 1.48
C -1.78 3.16 2.14
C -1.75 1.61 2.08
N -0.90 1.09 1.03
C 0.45 0.77 1.46
C 0.52 -0.71 1.90
C 1.92 -1.28 1.91
C 3.06 -0.50 1.96
C 4.32 -1.09 2.00
C 4.44 -2.47 2.00
C 3.31 -3.25 1.96
C 2.06 -2.66 1.92
C -0.08 -0.91 3.27
C -1.29 -1.57 3.43
C -1.84 -1.75 4.69
C -1.19 -1.26 5.81
C 0.02 -0.61 5.66
C 0.57 -0.43 4.40
C -1.94 0.84 -4.81
C -2.28 -0.55 -5.33
C -1.42 1.75 -5.93
H 0.32 -2.99 -1.30
H 1.76 -3.25 -2.32
H 1.92 -2.45 -0.73
H -0.68 -1.63 -3.08
H 0.77 -1.96 -4.06
H 0.47 0.14 -4.94
H 1.06 0.73 -3.39
H -0.03 0.36 -1.21
H 0.48 1.99 -1.72
H -2.00 2.23 -0.31
H -0.20 4.55 1.85
H -2.70 3.52 1.65
H -1.79 3.50 3.18
H -1.42 1.20 3.03
H -2.77 1.25 1.90
H 0.79 1.42 2.28
H 1.13 0.90 0.62
H -0.08 -1.27 1.18
H 2.99 0.58 1.97
H 5.20 -0.47 2.03
H 5.42 -2.92 2.03
H 3.39 -4.33 1.96
H 1.17 -3.28 1.89
H -1.81 -1.95 2.56
H -2.78 -2.27 4.79
H -1.62 -1.40 6.79
H 0.54 -0.23 6.53
H 1.52 0.07 4.30
H -2.85 1.30 -4.40
H -3.03 -0.47 -6.11
H -1.40 -1.04 -5.74
H -2.68 -1.17 -4.53
H -2.20 1.91 -6.66
H -1.13 2.71 -5.52
H -0.57 1.31 -6.44
*
```

Results
Lowest unoccupied orbital energy, eV: 0.74
ΔE to the lowest compared entry with this formula, charge and spin, kcal per mole: 9.56
Orbital gap, eV: 9.06
Structure (SMILES): COCCN(C(=O)C[C@@H]1C(=O)NCCN1CC(c1ccccc1)c1ccccc1)C(C)C
E, a.u.: -1401.74621

=====

Entry 6:
C26H35N7O5PPd | wB97M-V/def2-TZVPD

Structure (ORCA input):
```
! wB97M-V def2-TZVPD RIJCOSX def2/J DEFGRID3
* xyz 1 1
Pd 0.02 -1.03 0.79
C -0.25 -0.89 5.07
C 1.05 -0.58 5.44
C 2.02 -0.43 4.48
C 1.68 -0.59 3.14
N 0.42 -0.89 2.79
C -0.52 -1.03 3.72
C 2.58 -0.44 1.99
C 3.94 -0.20 2.13
C 4.74 0.00 1.02
C 4.17 -0.04 -0.24
C 2.81 -0.29 -0.39
C 1.99 -0.51 0.71
H -1.04 -1.02 5.79
H 1.30 -0.45 6.49
H 3.04 -0.17 4.75
H -1.51 -1.28 3.36
H 4.39 -0.19 3.11
H 5.80 0.18 1.14
H 4.78 0.13 -1.12
H 2.41 -0.33 -1.39
C 0.63 1.99 -3.33
C 0.20 1.19 -2.14
O 0.35 -0.22 -2.45
P -0.19 -1.30 -1.41
O -1.76 -1.41 -1.68
C -2.29 -1.48 -3.03
C -2.97 -0.19 -3.40
O 0.30 -2.66 -2.04
C 1.60 -3.26 -1.77
C 2.55 -3.00 -2.91
H 0.44 3.05 -3.14
H 0.08 1.70 -4.22
H 1.70 1.86 -3.52
H -0.85 1.38 -1.88
H 0.80 1.41 -1.26
H -3.00 -2.31 -3.02
H -1.49 -1.74 -3.72
H -3.83 0.00 -2.76
H -3.31 -0.23 -4.43
H -2.28 0.65 -3.31
H 1.40 -4.32 -1.64
H 1.97 -2.88 -0.81
H 2.15 -3.40 -3.84
H 3.50 -3.50 -2.71
H 2.73 -1.94 -3.05
N -3.49 -3.68 -0.49
C -3.52 -4.61 0.48
N -4.60 -5.41 0.55
N -2.58 -4.80 1.39
C -1.52 -4.04 1.27
N -0.56 -3.38 1.21
H -4.18 -3.68 -1.22
H -2.66 -3.12 -0.63
H -5.41 -5.29 -0.03
H -4.64 -6.07 1.31
O 2.94 5.39 0.64
C 1.69 6.06 0.61
N 0.69 5.07 0.91
C -0.31 4.76 0.06
O -0.56 5.38 -0.96
C -1.14 3.57 0.43
C -2.51 3.58 0.20
C -3.24 2.44 0.49
C -2.56 1.32 0.94
N -1.24 1.28 1.13
C -0.56 2.40 0.90
H 3.64 6.03 0.45
H 1.45 6.47 -0.37
H 1.66 6.86 1.36
H 0.84 4.50 1.73
H -2.98 4.47 -0.19
H -4.31 2.41 0.35
H -3.10 0.40 1.15
H 0.52 2.33 1.05
*
```

Results
Lowest unoccupied orbital energy, eV: -2.28
ΔE to the lowest compared entry with this formula, charge and spin, kcal per mole: 21.05
Orbital gap, eV: 8.48
E, a.u.: -2240.41677

=====

Entry 7:
C26H35N7O8 | wB97M-V/def2-TZVPD

Structure (ORCA input):
```
! wB97M-V def2-TZVPD RIJCOSX def2/J DEFGRID3
* xyz 0 1
O -3.17 2.39 0.95
C -4.20 1.51 0.96
C -5.44 1.93 1.41
C -6.45 0.99 1.56
C -6.27 -0.33 1.15
O -7.24 -1.28 1.31
C -5.05 -0.71 0.60
C -4.02 0.21 0.48
H -2.33 1.98 0.71
H -5.58 2.96 1.72
H -7.41 1.32 1.93
H -7.77 -1.12 2.10
H -4.90 -1.75 0.34
H -3.09 -0.01 -0.03
O -3.27 -5.35 1.61
C -3.11 -4.09 2.15
C -4.08 -3.64 3.04
C -4.04 -2.34 3.51
C -2.96 -1.55 3.14
O -2.96 -0.22 3.50
C -1.96 -1.99 2.30
C -2.04 -3.28 1.79
H -2.92 -5.36 0.71
H -4.87 -4.33 3.32
H -4.77 -1.94 4.21
H -3.64 -0.04 4.15
H -1.15 -1.33 2.01
H -1.33 -3.68 1.08
O 4.02 0.91 -0.60
C 5.20 0.80 0.13
C 5.17 0.37 1.45
C 6.34 0.21 2.17
C 7.57 0.57 1.61
O 8.69 0.33 2.34
C 7.59 1.04 0.31
C 6.41 1.19 -0.41
H 4.30 1.26 -1.45
H 4.22 0.18 1.93
H 6.30 -0.02 3.22
H 9.48 0.65 1.91
H 8.51 1.41 -0.13
H 6.47 1.59 -1.42
N 2.55 -0.97 -3.60
C 3.64 -0.88 -4.43
N 4.85 -1.16 -3.83
O 3.52 -0.60 -5.61
H 2.65 -1.23 -2.63
H 1.64 -0.72 -3.98
H 4.89 -1.34 -2.84
H 5.69 -1.22 -4.37
N 0.97 2.23 0.51
C 0.37 1.01 0.27
N 1.21 0.01 -0.11
O -0.86 0.89 0.32
H 1.90 2.36 0.14
H 0.35 2.98 0.72
H 2.20 0.19 0.02
H 0.85 -0.87 -0.46
C -0.88 1.62 -3.10
C -0.52 0.49 -3.97
N -0.23 -0.38 -4.65
H -0.17 2.42 -3.24
H -0.96 1.26 -2.07
H -1.88 1.96 -3.39
C -1.62 5.42 0.90
C -0.43 5.22 1.69
N 0.52 5.07 2.33
H -2.54 4.93 1.19
H -1.44 5.15 -0.14
H -1.80 6.49 0.79
C 0.06 -3.42 -3.68
C 0.47 -3.01 -2.33
N 0.79 -2.71 -1.28
H -0.94 -3.09 -3.91
H 0.08 -4.51 -3.68
H 0.81 -3.05 -4.37
*
```

Results
Lowest unoccupied orbital energy, eV: 0.22
ΔE to the lowest compared entry with this formula, charge and spin, kcal per mole: 0.00
Orbital gap, eV: 7.80
Structure (SMILES): Oc1ccc(O)cc1.Oc1ccc(O)cc1.Oc1ccc(O)cc1.NC(N)=O.NC(N)=O.CC#N.CC#N.CC#N
E, a.u.: -1997.01969